Record 1
C42H60Br3LaN4OS6SeSi | ωB97M-V/def2-TZVPD

Last column: Mulliken spin population.
Cartesian coordinates (Å):
La: 12.53421 17.26140 13.83996  -0.0016
C: 6.14499 19.14797 8.63393  0.0000
C: 7.47444 18.49664 9.04571  -0.0005
S: 7.14198 17.01885 10.13240  -0.0003
C: 8.34483 15.77159 9.63352  0.0063
C: 7.62903 14.63492 8.85510  0.0020
S: 5.84857 14.67724 9.09110  0.0002
C: 5.10616 15.33410 7.56992  0.0000
C: 5.29792 16.83054 7.30786  0.0000
S: 5.01265 17.71710 8.84444  0.0000
H: 6.05820 19.48266 7.60740  0.0000
H: 5.80785 19.90886 9.32657  0.0000
H: 8.19256 19.09583 9.63488  0.0002
H: 8.06737 18.10455 8.16969  0.0001
H: 8.80520 15.37608 10.49808  -0.0061
H: 9.02843 16.21840 8.91633  0.0028
H: 8.00018 13.64828 9.10944  -0.0010
H: 7.88856 14.75801 7.79330  -0.0003
H: 4.01917 15.20449 7.66547  0.0000
H: 5.44285 14.67081 6.76969  0.0000
H: 4.42474 17.17988 6.68083  0.0000
H: 6.28919 17.10034 6.89048  0.0000
O: 6.76565 15.01422 15.98667  -0.0001
C: 7.98534 15.35709 15.45663  -0.0023
C: 8.00119 16.30985 14.48166  0.0018
C: 9.25149 16.61115 13.95828  -0.0070
N: 10.38675 16.21908 14.56043  -0.0016
C: 10.35729 15.50554 15.72293  -0.0004
Br: 11.51472 19.60561 14.89307  -0.0016
C: 9.16678 14.82211 16.02216  0.0024
H: 6.03340 15.60511 15.59763  0.0000
H: 7.14479 16.76299 14.11242  0.0000
H: 9.35455 17.13955 12.98668  0.0029
H: 9.13013 14.06134 16.82842  0.0003
Se: 12.06336 15.44938 16.54972  -0.0001
Br: 15.07045 16.00027 14.71470  0.0009
S: 11.16893 14.79291 12.04354  0.1135
C: 12.38265 15.73302 11.52985  0.0372
N: 15.89862 15.79645 6.26186  0.0440
C: 16.26810 15.19967 7.42613  0.0136
S: 17.66215 14.35144 7.64418  0.1263
C: 15.23398 15.37547 8.45887  0.2240
C: 15.15440 14.48448 9.60296  0.0404
C: 14.21825 14.59107 10.55030  0.0708
N: 13.29041 15.60175 10.47956  0.1887
C: 13.34383 16.50862 9.42310  0.1630
C: 14.36810 16.47058 8.50614  -0.0522
H: 16.29395 15.50854 5.39735  -0.0024
H: 14.94764 16.19226 6.22211  -0.0008
H: 15.87144 13.68600 9.62195  0.0182
H: 14.04407 13.96185 11.35167  0.0273
H: 12.52438 17.25165 9.37082  -0.0132
H: 14.52466 17.35730 7.84258  -0.0023
N: 13.97409 18.85234 12.61795  -0.0027
S: 13.69832 20.34702 12.20215  0.0075
C: 14.75633 21.35666 13.15987  0.0007
C: 15.78616 20.89762 13.96273  0.0005
C: 16.61448 21.85898 14.59165  0.0000
C: 16.27439 23.18481 14.65732  -0.0001
C: 15.18003 23.65823 13.93014  0.0001
C: 14.41823 22.74737 13.21094  0.0001
C: 14.43723 20.66318 10.65948  -0.0083
C: 13.77289 20.12132 9.52977  0.0050
C: 14.09843 20.57810 8.27793  -0.0008
C: 15.07914 21.56899 8.11900  -0.0008
C: 15.79515 22.00784 9.22762  0.0009
C: 15.50797 21.50628 10.48476  -0.0008
H: 14.90400 18.59763 12.28777  0.0015
H: 15.99975 19.84797 14.11460  0.0004
H: 17.59538 21.49925 14.98574  0.0000
H: 16.92097 23.89042 15.20220  0.0000
H: 14.89331 24.72684 14.03153  0.0000
H: 13.57112 23.08210 12.62095  0.0000
H: 13.01491 19.36913 9.66347  0.0053
H: 13.56867 20.17972 7.36114  0.0005
H: 15.30600 21.91927 7.11426  0.0001
H: 16.56661 22.76682 9.13339  0.0000
H: 16.26000 21.66070 11.27044  0.0000
C: 13.80389 8.37267 16.89986  0.0000
C: 13.40381 9.81762 16.42845  0.0002
C: 13.65188 10.73248 17.63389  0.0002
C: 14.40398 10.25656 15.32234  0.0001
Si: 11.59815 9.87006 15.61547  0.0033
Br: 11.60904 11.76657 14.28092  -0.0056
C: 10.31561 10.28548 16.88017  -0.0001
C: 8.81078 10.24482 16.34921  -0.0003
C: 10.62282 11.71102 17.43001  0.0008
C: 10.47160 9.29964 18.11821  0.0001
C: 11.02058 8.35966 14.46663  0.0000
C: 9.86196 8.75490 13.54385  0.0003
C: 10.66690 7.02130 15.21525  0.0000
C: 12.26768 8.06976 13.58430  0.0002
H: 14.90494 8.48150 17.10325  0.0000
H: 13.67727 7.61976 16.09928  0.0000
H: 13.27941 7.93971 17.75123  0.0000
H: 14.63865 10.56610 18.07666  0.0000
H: 12.94314 10.41332 18.38716  0.0000
H: 13.53935 11.80740 17.38354  0.0000
H: 15.42798 10.31319 15.73300  0.0000
H: 14.12219 11.26510 15.04054  0.0000
H: 14.41456 9.69372 14.42283  -0.0001
H: 8.70851 11.15982 15.72112  0.0001
H: 8.12602 10.37086 17.21364  0.0000
H: 8.57395 9.27060 15.90948  0.0000
H: 11.01133 12.54352 16.79229  -0.0004
H: 11.33201 11.66135 18.28948  0.0000
H: 9.71342 12.04366 17.88094  -0.0001
H: 10.18661 8.27498 17.84356  0.0001
H: 9.82084 9.69273 18.94033  0.0000
H: 11.55272 9.30576 18.42790  0.0000
H: 8.91456 8.62583 14.10345  0.0000
H: 9.80753 8.06885 12.62502  0.0000
H: 9.90864 9.81811 13.19633  -0.0003
H: 9.67213 6.96232 15.72241  0.0000
H: 11.42834 6.85019 16.01287  0.0000
H: 10.63824 6.23442 14.48569  0.0000
H: 12.59635 8.93942 13.01179  -0.0002
H: 12.04368 7.25752 12.93035  0.0000
H: 13.06874 7.76219 14.25901  0.0000

## Properties
Charge   -1
<S²>   0.83
Energy   -401759.8291 eV
E_HOMO (alpha / beta)   -3.425 / -4.282 eV
Lowest unoccupied orbital energy (alpha / beta)   1.65 / 1.64 eV
Spin multiplicity   2


Record 2
C4H12NS2 | ωB97M-V/def2-TZVPD

Last column: Mulliken spin population.
Cartesian coordinates (Å):
N: 1.10124 1.41717 -1.57949  0.0026
C: 0.55220 0.11730 -2.13034  0.0003
C: -0.51923 -0.74351 -1.50500  0.0220
S: -1.85878 -0.00215 -0.40889  0.4280
S: -0.86672 1.16425 0.96711  0.4455
C: -0.82679 0.16760 2.52463  0.0166
C: 0.01632 -1.06958 2.34775  0.0379
H: 0.42835 2.19303 -1.50076  0.0019
H: 1.49976 1.03806 -0.72813  -0.0011
H: 1.74065 1.82680 -2.26776  -0.0005
H: 1.44424 -0.48390 -2.40108  -0.0019
H: 0.22872 0.35968 -3.13905  0.0003
H: -0.20549 -1.60456 -0.94396  0.0261
H: -1.15237 -1.17459 -2.29326  0.0009
H: -0.38247 0.96242 3.13331  0.0036
H: -1.86892 0.02919 2.94983  0.0092
H: -0.55739 -1.89745 1.93531  -0.0025
H: 0.35305 -1.42828 3.32834  0.0129
H: 0.87363 -0.87146 1.71144  -0.0017

## Properties
Charge   +2
<S²>   0.76
Energy   -27483.6878 eV
E_HOMO (alpha / beta)   -18.861 / -18.700 eV
Lowest unoccupied orbital energy (alpha / beta)   -7.99 / -12.20 eV
Spin multiplicity   2


Record 3
C2H6ClFNOP | ωB97M-V/def2-TZVPD

Last column: Löwdin charge in e.
Cartesian coordinates (Å):
C: -0.36516 0.07739 -1.56141  -0.1667
N: -0.31663 -0.13457 -0.12710  -0.4657
C: 0.99286 0.28633 0.47600  -0.3336
O: 1.22001 1.61950 0.50823  -0.0064
P: -1.48784 -0.99583 0.65498  0.6134
F: -1.46124 -0.20819 2.09602  -0.3745
Cl: -0.31682 -2.62512 1.41306  0.1163
H: 0.43820 -0.59995 -2.03598  0.1047
H: -1.32218 -0.26189 -2.05537  0.0749
H: -0.28437 1.16680 -1.91106  0.1024
H: 0.73358 0.06839 1.53400  0.0911
H: 1.68044 -0.43530 0.03199  0.1321
H: 0.48915 2.04244 0.97663  0.1120

## Properties
Energy   -30238.6125 eV
E_HOMO   -9.919 eV
Lowest unoccupied orbital energy   0.75 eV
SMILES string   CN(CO)P(F)Cl


Record 4
C4H6O2 | ωB97M-V/def2-TZVPD

Last column: Löwdin charge in e.
Cartesian coordinates (Å):
C: -1.46252 -0.55772 -0.52672  0.0278
C: -0.48134 -0.03044 0.46244  -0.6194
O: -0.59341 -0.03972 1.77586  0.0697
C: 0.88426 -0.38741 0.85028  0.0652
C: 1.45171 0.78982 0.12348  -0.1526
O: 0.11328 1.30262 0.03340  -0.0556
H: -0.97672 -0.51176 -1.50424  0.0920
H: -1.77133 -1.58558 -0.31493  0.0940
H: -2.34346 0.08741 -0.52803  0.0952
H: 1.31881 -1.06455 1.55801  0.1266
H: 1.83569 0.53300 -0.89714  0.1383
H: 2.22754 1.39596 0.61002  0.1188

## Properties
Energy   -8336.3712 eV
E_HOMO   -9.943 eV
Lowest unoccupied orbital energy   0.53 eV


Record 5
C56H47EuN5O4P2 | ωB97M-V/def2-TZVPD

Last column: Mulliken spin population.
Cartesian coordinates (Å):
Eu: -0.18890 0.62580 0.92492  6.0787
C: 2.13401 1.49561 3.73170  0.0013
O: 0.87998 0.93519 3.35109  0.0061
C: -0.14407 1.05695 4.28235  -0.0022
C: -0.03394 1.74457 5.47972  0.0002
C: -1.08874 1.76855 6.37996  -0.0011
C: -2.26602 1.09796 6.09794  0.0003
C: -2.39651 0.42537 4.90101  -0.0010
C: -1.35587 0.40585 3.96848  0.0007
N: -1.45861 -0.25161 2.73129  -0.0123
N: -2.45422 -1.08759 2.71598  0.0038
C: -2.82304 -1.82591 1.67489  0.0039
C: -2.21536 -1.82353 0.36805  -0.0071
O: -1.19993 -1.09190 0.07909  -0.0618
C: -2.78822 -2.67906 -0.62474  -0.0025
C: -3.89782 -3.42243 -0.39203  0.0009
C: -4.51563 -3.45879 0.88684  -0.0002
C: -5.64201 -4.26003 1.13709  0.0012
C: -6.20355 -4.30296 2.38794  -0.0002
C: -5.65381 -3.54555 3.42152  0.0004
C: -4.55582 -2.75161 3.19681  0.0004
C: -3.96400 -2.68196 1.92921  -0.0008
H: 2.06336 2.58221 3.84756  -0.0002
H: 2.82576 1.26917 2.92160  -0.0012
H: 2.50735 1.04556 4.65696  0.0003
H: 0.87259 2.26786 5.73189  0.0000
H: -0.97316 2.30359 7.30869  0.0001
H: -3.07403 1.10241 6.81201  0.0001
H: -3.30991 -0.09202 4.65757  0.0001
H: -2.31987 -2.67486 -1.59623  0.0004
H: -4.33396 -4.01219 -1.18681  0.0000
H: -6.06518 -4.84074 0.33012  0.0001
H: -7.06296 -4.92457 2.57915  0.0000
H: -6.09742 -3.58635 4.40432  0.0000
H: -4.12616 -2.18308 4.00392  0.0001
C: 1.08364 -0.97864 -2.59482  -0.0051
N: 2.49593 -1.00157 -2.35633  0.0005
C: 2.97305 -0.48217 -1.10496  -0.0081
P: 2.05408 -1.15655 0.40105  0.0106
C: 1.89963 -2.93878 0.03674  -0.0012
C: 2.77429 -3.65597 -0.77349  -0.0010
C: 2.56177 -5.00849 -0.98253  0.0000
C: 1.48534 -5.65070 -0.39143  -0.0002
C: 0.62026 -4.94291 0.42803  0.0003
C: 0.82813 -3.59264 0.64095  0.0024
C: 3.43401 -1.19172 1.60819  -0.0027
C: 4.35574 -0.14709 1.66321  -0.0013
C: 5.35562 -0.15001 2.62066  0.0005
C: 5.42885 -1.17544 3.55010  -0.0006
C: 4.49320 -2.19674 3.52209  0.0003
C: 3.50341 -2.21044 2.55648  -0.0012
C: 3.36411 -1.11877 -3.44623  -0.0002
C: 3.05840 -1.98829 -4.49794  0.0000
C: 3.90351 -2.11083 -5.58481  0.0000
C: 5.08158 -1.38442 -5.64617  -0.0001
C: 5.40032 -0.53085 -4.60469  0.0000
C: 4.55309 -0.39035 -3.52053  0.0000
P: 0.12625 0.49931 -1.93324  0.0129
C: -1.31055 0.37812 -3.06035  0.0000
C: -1.79544 -0.85382 -3.48867  -0.0010
C: -2.93018 -0.92932 -4.27526  0.0009
C: -3.59339 0.22467 -4.65515  -0.0007
C: -3.12184 1.45606 -4.22907  0.0004
C: -1.99344 1.53362 -3.43242  -0.0004
C: 0.94887 1.98886 -2.61590  -0.0016
C: 0.59457 3.17009 -1.96277  -0.0023
C: 1.11030 4.38589 -2.36568  0.0023
C: 2.00532 4.43096 -3.42420  -0.0003
C: 2.38763 3.25968 -4.05768  0.0002
C: 1.85853 2.03912 -3.66555  -0.0013
H: 0.59848 -1.84057 -2.10128  0.0005
H: 0.89873 -1.03124 -3.67373  0.0006
H: 2.86405 0.61859 -1.04665  0.0014
H: 4.03136 -0.74276 -0.99836  0.0002
H: 3.61543 -3.16991 -1.24272  -0.0001
H: 3.24248 -5.56724 -1.60745  0.0000
H: 1.32088 -6.70400 -0.56458  0.0000
H: -0.21520 -5.43895 0.89964  0.0001
H: 0.15806 -3.02839 1.28145  -0.0001
H: 4.28946 0.66986 0.95669  -0.0004
H: 6.07782 0.65245 2.64417  0.0000
H: 6.20856 -1.18003 4.29475  0.0000
H: 4.53511 -2.98897 4.25304  0.0000
H: 2.78969 -3.02261 2.53046  -0.0001
H: 2.15724 -2.58150 -4.46938  0.0001
H: 3.64060 -2.78483 -6.38655  0.0000
H: 5.73794 -1.48092 -6.49720  0.0000
H: 6.31080 0.04995 -4.63604  0.0000
H: 4.80377 0.31927 -2.74715  0.0000
H: -1.28272 -1.76252 -3.21866  -0.0005
H: -3.29414 -1.89549 -4.59295  0.0000
H: -4.47149 0.16302 -5.28077  0.0000
H: -3.63839 2.35900 -4.52092  0.0000
H: -1.62488 2.50042 -3.11646  0.0000
H: -0.10378 3.11602 -1.12619  -0.0014
H: 0.82883 5.29215 -1.85028  0.0001
H: 2.41623 5.37677 -3.74150  0.0000
H: 3.10972 3.29587 -4.86059  0.0000
H: 2.16297 1.13976 -4.18083  0.0000
O: 0.14278 2.84990 1.51906  -0.0098
N: 1.34954 2.85030 1.17320  0.0047
O: 1.73579 1.78482 0.61820  -0.0097
N: -2.23906 1.97995 0.54043  0.0020
C: -2.66935 3.04109 0.69050  0.0013
C: -3.11507 4.36619 0.80229  0.0007
C: -3.91955 4.79805 1.86279  0.0001
C: -4.34339 6.11269 1.90129  0.0001
C: -3.97049 7.00302 0.90586  -0.0002
C: -3.13306 6.58742 -0.11984  0.0001
C: -2.70434 5.27710 -0.17997  0.0000
H: -4.20362 4.10784 2.64218  0.0000
H: -4.97042 6.44417 2.71466  0.0000
H: -4.32802 8.02049 0.92813  0.0000
H: -2.81327 7.28512 -0.87798  0.0000
H: -2.05501 4.94883 -0.97827  0.0000

## Properties
Charge   +1
<S²>   12.01
Energy   -112376.4134 eV
E_HOMO (alpha / beta)   -9.765 / -9.772 eV
Lowest unoccupied orbital energy (alpha / beta)   -3.26 / -3.22 eV
Spin multiplicity   7


Record 6
C3H9ClO | ωB97M-V/def2-TZVPD

Last column: Löwdin charge in e.
Cartesian coordinates (Å):
C: -1.31690 -0.82471 -0.11201  -0.1477
C: -0.61798 0.25891 -0.85856  -0.3640
C: 0.78703 -0.02193 -1.38985  -0.5912
Cl: 1.97632 -0.21762 -0.08743  0.6020
H: -1.60101 -1.61750 -0.82430  0.0785
H: -2.22955 -0.45401 0.38422  0.0819
H: -0.65278 -1.26071 0.65314  0.0657
H: -0.57501 1.04711 -0.08245  0.1001
H: -1.29118 0.61430 -1.66226  0.1166
H: 0.72884 -0.91954 -2.03512  0.0832
H: 1.14101 0.81994 -2.01548  0.0751
O: 1.51298 0.93588 2.93630  -0.1139
H: 0.71720 1.48396 2.75035  0.0423
H: 1.42103 0.15592 2.34345  -0.0285

## Properties
Energy   -17826.8453 eV
E_HOMO   -10.836 eV
Lowest unoccupied orbital energy   0.85 eV
SMILES string   CCCCl.O